w.
Entry from OMol25: a 2-piece molecular cluster, C4H4N2O overall (wB97M-V/def2-TZVPD).

Atoms and positions in Å:
H 0.557 -2.363 1.316
N 0.591 -1.425 0.922
C 1.321 -1.420 -0.115
N 1.560 -0.279 -0.869
C 1.282 0.901 -0.728
O 1.119 2.053 -0.730
H 1.833 -2.290 -0.529
C -2.386 1.644 -0.080
C -1.766 0.761 0.453
H -2.936 2.432 -0.547
H -1.174 -0.015 0.906

2S+1: 1
Gap between HOMO and LUMO, eV: 11.153
HOMO energy, Ha: -0.3817
SMILES string: [H]/N=C/N=C=O.C#C

=====

x.
Entry from OMol25: a 2-piece molecular cluster, C4H4N2O overall (wB97M-V/def2-TZVPD).

Atoms and positions in Å:
N -1.065 1.013 2.122
C -0.213 0.951 1.334
C 0.863 0.952 0.414
O 1.151 -0.036 -0.384
C 0.427 -1.033 -0.808
C -0.727 -1.518 -0.144
N -1.660 -1.989 0.363
H 1.626 1.716 0.446
H -0.551 1.292 -1.184
H -0.678 0.660 -1.583
H 0.892 -1.596 -1.603

2S+1: 1
Gap between HOMO and LUMO (alpha / beta), eV: 7.825 / 7.833
HOMO energy (alpha / beta), Ha: -0.3369 / -0.3371

=====

y.
Entry from OMol25: C4H4N2O as an isolated structure (wB97M-V/def2-TZVPD).

Atoms and positions in Å:
O -1.222 1.457 -0.046
C -1.078 0.386 -0.624
C -1.136 -0.883 0.150
C 0.070 -0.928 0.740
N 0.997 0.066 0.385
C 0.793 0.814 -0.764
N -0.112 0.429 -1.629
H -1.962 -1.561 0.326
H 0.364 -1.641 1.499
H 1.894 0.142 0.836
H 1.392 1.720 -0.873

2S+1: 1
Gap between HOMO and LUMO, eV: 9.640
HOMO energy, Ha: -0.3395

=====

z.
Entry from OMol25: one molecule with the formula C4H4N2O (wB97M-V/def2-TZVPD).

Atoms and positions in Å:
O 2.538 -0.322 0.237
C 1.638 -0.617 -0.520
C 0.266 -0.166 -0.259
C -0.837 -0.189 -1.092
N -1.908 0.424 -0.437
C -1.399 0.831 0.700
N -0.101 0.451 0.884
H 1.826 -1.181 -1.459
H -0.620 -1.264 -1.164
H -1.923 1.402 1.453
H 0.519 0.629 1.656

2S+1: 1
Gap between HOMO and LUMO, eV: 9.296
HOMO energy, Ha: -0.3432
SMILES string: O=Cc1cnc[nH]1

=====

Relative energy of each structure, in eV: w 0.382; x 2.889; y 1.191; z 0.000.

=====

w.
Entry from OMol25: C4H4N2O as an isolated structure (wB97M-V/def2-TZVPD).

Atoms and positions in Å:
N 2.148 -0.574 1.622
C 1.649 -0.383 0.590
C 0.989 -0.082 -0.636
O -0.176 -0.738 -0.926
C -1.245 -0.621 -0.011
C -1.506 0.817 0.295
N -0.760 1.745 0.229
H 1.584 0.079 -1.526
H 0.450 1.932 -0.128
H -2.113 -1.091 -0.467
H -1.019 -1.086 0.959

2S+1: 1
Gap between HOMO and LUMO (alpha / beta), eV: 7.919 / 7.433
HOMO energy (alpha / beta), Ha: -0.3210 / -0.3099

=====

x.
Entry from OMol25: C4H4N2O as an isolated structure (wB97M-V/def2-TZVPD).

Atoms and positions in Å:
C 2.173 0.185 0.057
C 1.115 -0.623 0.003
C -0.327 -0.184 -0.051
C -2.182 0.668 -0.001
H 3.191 -0.183 -0.260
H 2.337 1.401 0.303
H 1.291 -1.700 -0.140
H -3.052 1.299 0.096
N -0.882 1.022 -0.065
N -2.482 -0.649 0.018
O -1.183 -1.235 0.040

2S+1: 1
Gap between HOMO and LUMO, eV: 9.903
HOMO energy, Ha: -0.3624

=====

y.
Entry from OMol25: one molecule with the formula C4H4N2O (wB97M-V/def2-TZVPD).

Atoms and positions in Å:
C 2.163 1.574 -0.061
C 1.843 0.405 0.022
C 1.167 -0.900 0.008
O 1.664 -2.022 -0.114
N -0.312 -0.880 0.144
N -0.965 0.199 -0.150
C -2.263 0.223 -0.083
H 2.679 2.551 0.116
H -0.589 -1.812 -0.130
H -2.540 1.281 -0.062
H -2.847 -0.620 0.311

2S+1: 1
Gap between HOMO and LUMO, eV: 9.453
HOMO energy, Ha: -0.3451
SMILES string: C#CC(=O)NN=C

=====

z.
Entry from OMol25: one molecule with the formula C4H4N2O (wB97M-V/def2-TZVPD).

Atoms and positions in Å:
O -2.577 -1.134 0.014
C -2.177 0.010 -0.034
C -0.833 0.320 0.243
C 0.201 1.072 -0.033
N 1.482 0.973 -0.142
C 1.881 -0.319 -0.021
N 0.980 -1.199 0.137
H -2.835 0.880 -0.249
H -0.357 2.057 -0.049
H 2.943 -0.508 -0.081
H 1.293 -2.150 0.214

2S+1: 1
Gap between HOMO and LUMO, eV: 8.357
HOMO energy, Ha: -0.3389

=====

Relative energy of each structure, in eV: w 2.441; x 0.000; y 1.321; z 1.721.

=====

w.
Entry from OMol25: one molecule with the formula C4H8NO3P (wB97M-V/def2-TZVPD).

Atoms and positions in Å:
C -0.399 0.812 -1.106
C 1.867 -0.884 0.727
C 0.666 -0.083 1.197
C -0.393 0.455 0.282
N -1.438 0.868 1.039
O -1.335 1.478 -1.590
O 0.473 0.070 -1.921
O -1.676 -0.835 -2.693
P -0.489 -1.301 -1.746
H 2.402 -1.077 1.560
H 2.498 -0.217 0.022
H 1.625 -1.763 0.098
H -0.059 -0.727 1.893
H 1.138 0.690 1.905
H -1.451 0.618 2.047
H -1.675 0.093 -2.631
H -1.752 1.802 0.917

2S+1: 1
Gap between HOMO and LUMO (alpha / beta), eV: 7.306 / 7.306
HOMO energy (alpha / beta), Ha: -0.2849 / -0.2849

=====

x.
Entry from OMol25: C4H8NO3P as an isolated structure (wB97M-V/def2-TZVPD).

Atoms and positions in Å:
C 1.891 -1.172 0.157
C -2.184 1.436 -0.743
C -2.154 1.173 0.722
C 3.460 -0.888 0.198
N 1.203 -0.175 0.265
O -1.362 -2.209 -0.756
O -1.533 0.389 -1.371
O -2.172 -0.279 0.862
P -1.237 -0.828 -0.330
H 1.657 -2.257 0.031
H -3.266 1.564 -0.893
H -1.697 2.491 -0.997
H -1.093 1.461 0.987
H -2.941 1.629 1.302
H 3.705 -0.652 1.135
H 3.609 0.059 -0.407
H 4.114 -1.742 -0.160

2S+1: 1
Gap between HOMO and LUMO (alpha / beta), eV: 8.356 / 7.953
HOMO energy (alpha / beta), Ha: -0.3238 / -0.3076

=====

Relative energy of each structure, in eV: w 0.000; x 0.640.